124
Properties=species:S:1:pos:R:3:forces:R:3 method="wB97M-V/def2-TZVPD" de_lowest_kj_mol=129.7 homo_energy_ev=-8.01 lumo_ev=0.4 e_tot_ha=-1914.8998
C -8.261752 3.236475 -0.410021 0.5 0.2 -0.5
C -7.070272 3.536454 0.503267 0.2 -0.8 -1.0
N -5.887574 2.724347 0.169456 0.2 0.3 -0.2
C -4.919158 2.798412 1.283765 -0.5 0.1 -0.2
C -5.215754 1.697737 2.282139 -0.2 0.3 0.9
C -5.246214 3.213187 -1.070170 -0.2 0.0 0.6
C -4.323041 2.146291 -1.611178 0.4 -0.2 -0.8
H -7.978986 3.068020 -1.452823 0.2 0.0 0.1
H -8.910249 4.111816 -0.441726 -0.4 -0.3 0.3
H -8.755006 2.319159 -0.095400 -0.3 0.2 0.1
H -6.757907 4.584075 0.407790 -0.4 0.2 0.5
H -7.405663 3.252155 1.499005 0.3 0.5 0.3
H -3.892031 2.779381 0.919052 0.0 -0.6 -0.2
H -4.941485 3.797350 1.747393 -0.4 0.0 0.2
H -6.256110 1.687266 2.620868 -0.2 0.2 -0.5
H -5.025647 0.702997 1.885579 0.3 0.0 0.0
H -4.705081 1.885244 3.232446 0.5 -0.3 -0.2
H -4.761429 4.173220 -0.831127 0.3 0.0 -0.3
H -5.981236 3.442875 -1.843478 -0.2 -0.1 0.2
H -3.393909 1.997827 -1.061180 -0.1 0.0 0.3
H -4.004434 2.348181 -2.639789 -0.1 0.2 0.1
H -4.873011 1.205971 -1.647607 0.1 -0.1 0.1
C -1.608076 2.298492 -4.897348 0.4 0.4 -0.5
C -0.848928 1.237918 -5.708742 -0.9 0.4 -0.2
N 0.458700 1.646717 -6.199817 -0.5 -0.6 0.5
C 0.666990 3.033377 -6.577893 0.9 -0.4 0.6
C 2.169050 3.373579 -6.416902 -1.0 1.3 -0.7
C 1.006291 0.612587 -7.070476 0.5 -0.2 1.0
C 1.328326 -0.683774 -6.306768 0.2 -0.4 -0.3
H -0.906949 2.752147 -4.195713 -0.2 0.0 0.2
H -2.485940 1.920758 -4.376403 0.2 -0.4 0.1
H -1.989710 3.102990 -5.530357 0.1 0.0 -0.1
H -0.763886 0.354844 -5.077528 0.3 -0.1 0.0
H -1.480483 0.934150 -6.560654 -0.2 -0.1 0.0
H 0.308950 3.318853 -7.577520 0.1 -0.3 -0.2
H 0.105971 3.681558 -5.904980 0.0 -0.2 0.1
H 2.765815 2.913357 -7.198820 0.2 0.0 0.1
H 2.195403 4.461535 -6.560960 0.4 -0.1 -0.2
H 2.598925 3.215459 -5.432566 -0.2 -0.5 0.1
H 1.947415 0.982302 -7.469593 -0.1 0.0 -0.3
H 0.332753 0.309965 -7.881574 -0.1 0.4 -0.3
H 1.726060 -1.426899 -7.005214 -0.1 0.1 -0.1
H 0.448048 -1.150076 -5.867683 0.0 0.1 0.1
H 2.100840 -0.595546 -5.542112 -0.2 0.4 0.1
C 0.729856 1.581482 -1.703510 0.2 -0.4 -0.5
C -0.298626 1.577327 -0.579810 0.4 0.5 -0.7
N 0.236694 0.968199 0.626437 0.0 -0.7 -0.1
C -0.794397 0.680052 1.614805 0.5 -1.0 0.0
C -1.871486 -0.276644 1.106601 -0.5 0.5 0.6
C 1.288481 1.781133 1.218961 -0.3 1.2 -0.1
C 2.062533 1.169759 2.367243 0.2 -0.7 0.1
H 1.599733 2.227284 -1.593194 -0.1 0.1 0.2
H 0.263046 1.803739 -2.663964 0.0 0.2 0.1
H 1.099742 0.557636 -1.817300 0.1 0.0 0.1
H -0.687559 2.593196 -0.393118 0.1 0.1 0.1
H -1.129665 1.041142 -1.043404 -0.1 -0.4 0.8
H -0.330180 0.090458 2.410393 0.3 0.5 0.1
H -1.179063 1.615238 2.050570 -0.3 -0.1 0.0
H -1.487430 -0.991698 0.381527 0.0 0.2 -0.2
H -2.211940 -0.865152 1.962244 -0.1 0.0 -0.1
H -2.743750 0.279911 0.758512 0.0 -0.3 -0.4
H 0.820182 2.737230 1.530198 0.1 0.0 0.4
H 1.993317 2.132346 0.464601 0.0 -0.5 -0.2
H 2.575322 0.251599 2.061983 -0.1 0.0 -0.1
H 1.454617 0.898210 3.230618 -0.1 0.2 0.0
H 2.851254 1.833542 2.722217 -0.1 0.2 -0.1
C 0.857836 -6.641666 2.779363 0.1 -0.4 0.6
C -0.058656 -5.909552 3.769638 0.3 0.4 -0.1
N -0.809061 -4.862593 3.098028 -0.3 0.4 -0.8
C -1.013567 -3.604445 3.779120 1.1 0.3 0.3
C -1.952930 -3.577968 4.983401 -0.1 0.7 0.3
C -2.020429 -5.347658 2.482921 -1.0 0.1 -1.2
C -2.483251 -4.563392 1.219229 0.9 0.1 0.7
H 0.350887 -7.108485 1.935671 -0.1 0.2 0.0
H 1.406786 -7.433131 3.299536 -0.1 -0.1 0.0
H 1.629715 -5.956739 2.429671 -0.2 0.1 -0.2
H -0.763913 -6.542681 4.323270 0.3 -0.4 -0.1
H 0.619890 -5.462131 4.499654 -0.2 0.2 0.1
H -1.180760 -2.784603 3.069064 -1.0 -0.4 -0.3
H -0.037473 -3.217300 4.093515 0.2 -0.7 0.5
H -3.015952 -3.718412 4.784254 0.1 -0.1 -0.3
H -1.860894 -2.583921 5.434650 -0.1 0.0 0.0
H -1.687573 -4.267621 5.786181 0.3 -0.2 -0.3
H -1.934685 -6.373396 2.121588 0.5 -0.1 0.5
H -2.873890 -5.322431 3.177081 0.1 -0.3 0.2
H -3.184978 -5.143542 0.623182 -0.3 0.1 0.2
H -2.889851 -3.603292 1.538324 -0.2 0.0 -0.3
H -1.625238 -4.372972 0.571151 0.0 0.0 0.1
C 4.671189 4.152562 -2.674800 -0.1 0.1 0.8
C 5.780389 3.609963 -3.561363 -0.4 0.9 -0.1
O 5.646618 3.569181 -4.772330 0.0 -0.3 0.1
N 6.914318 3.247896 -2.939216 0.7 -0.8 0.8
C 7.956998 2.494172 -3.622695 -0.3 0.6 -0.9
H 4.859872 4.240212 -1.598385 0.5 -0.4 -0.1
H 3.818043 3.478722 -2.754564 -0.2 0.3 -0.3
H 4.417731 5.180660 -2.931259 -0.2 -0.2 -0.6
H 6.952291 3.278826 -1.936530 -0.2 0.0 0.0
H 7.513626 1.687537 -4.207543 0.0 -0.1 0.1
H 8.709020 2.086681 -2.956479 -0.1 0.2 0.3
H 8.419419 3.168895 -4.345584 0.3 -0.2 0.0
C 1.604408 -1.454416 5.673736 -0.5 0.5 -1.3
C 2.208948 -2.401218 6.675820 0.4 -0.8 -1.2
O 2.121539 -3.614132 6.555768 -0.5 0.1 0.2
N 2.991259 -1.835602 7.603189 0.8 0.8 0.8
C 3.804963 -2.572158 8.567656 -1.0 -0.2 -0.3
H 1.613205 -0.397244 5.937148 -0.1 -0.1 0.3
H 0.616630 -1.728448 5.298815 -0.3 -0.1 1.0
H 2.079391 -1.504759 4.684569 0.8 -0.2 0.4
H 3.217560 -0.858378 7.537001 -0.4 0.1 -0.1
H 4.791319 -2.121811 8.613551 0.1 -0.1 0.1
H 3.836531 -3.613880 8.256822 0.2 0.0 -0.1
H 3.294309 -2.548794 9.531648 0.3 0.1 0.2
C 4.100265 -1.185908 -0.253538 -0.8 0.3 0.3
C 3.324041 -2.418169 0.154276 -0.2 -1.1 -0.6
O 3.870646 -3.472833 0.436953 0.2 0.2 0.1
N 1.969437 -2.330425 0.055976 -0.3 0.7 0.6
C 1.019462 -3.415429 0.300580 0.2 0.8 -0.1
H 3.393299 -0.367289 -0.417733 0.2 0.2 0.3
H 4.611077 -1.303358 -1.206450 0.2 -0.4 0.1
H 4.802641 -0.980569 0.551146 0.1 0.3 -0.2
H 1.539290 -1.414029 0.084973 0.2 0.1 -0.2
H 0.356592 -3.355300 -0.562992 -0.1 -0.8 0.0
H 0.401106 -3.241982 1.183379 0.2 0.0 0.2
H 1.550254 -4.349967 0.440716 -0.1 -0.1 -0.3